56
Properties=species:S:1:pos:R:3 method="wB97M-V/def2-TZVPD" homo_lumo_gap_ev="4.82 / 4.87" lumo_energy_ev="3.742 / 3.741" charge=-2 energy_ev=-282430.1221 spin_multiplicity=2
I 0.380 -3.343 1.325
Br -4.841 4.246 3.375
Br 0.157 -0.850 7.028
V -0.216 0.483 0.510
Cl -3.730 -3.061 0.462
Cl -5.149 -3.244 -2.354
Cl -2.205 1.019 -4.017
Cl -4.381 -1.200 -4.609
S 3.946 -0.922 0.725
S 1.792 1.657 0.458
O -1.131 0.858 -1.244
O -1.735 -0.846 0.599
N -1.376 1.832 1.357
N 0.088 0.151 2.466
N 0.731 -1.231 -0.752
C -3.421 3.256 2.580
C -2.359 -0.984 -0.537
C 3.847 0.111 -0.671
C 1.991 -2.875 -2.615
C -3.953 -2.020 -2.057
C 0.981 -2.507 -0.493
C 0.130 -0.390 5.177
C 1.707 -1.557 -2.922
C -2.798 2.275 3.278
C -3.618 -1.119 -3.050
C -3.029 3.564 1.255
C 2.924 1.179 -0.828
C 1.157 -0.472 3.033
C -2.652 -0.132 -2.797
C -3.321 -1.951 -0.805
C 4.709 -0.126 -1.766
C 4.666 0.606 -2.936
C -0.892 0.633 3.291
C 1.605 -3.368 -1.383
C 3.749 1.647 -3.073
C 1.227 -0.754 4.365
C -2.024 -0.043 -1.563
C -2.028 2.827 0.700
C 2.901 1.920 -2.012
C -0.917 0.305 4.670
C -1.739 1.570 2.658
C 1.079 -0.781 -1.969
H 2.095 -1.250 4.773
H -1.732 0.630 5.299
H 5.416 -0.941 -1.661
H 3.696 2.233 -3.984
H 2.502 -3.516 -3.322
H 1.984 -1.112 -3.867
H 5.348 0.366 -3.746
H 1.794 -4.391 -1.096
H -1.711 2.981 -0.323
H 0.824 0.247 -2.174
H 2.172 2.720 -2.092
H 1.971 -0.715 2.353
H -3.089 2.040 4.291
H -3.521 4.342 0.690